1.
# C6H17NO

A 2-piece molecular cluster, C6H17NO overall in a non-equilibrium geometry (wB97M-V/def2-TZVPD, the OMol25 dataset).

The geometry in XYZ format:
```
25
Properties=species:S:1:pos:R:3:nbo_charge:R:1
H 1.6999 -0.8232 -0.5042 0.19
C -1.7735 1.9069 0.8558 -0.63
C 0.6063 1.0312 0.5818 -0.19
H -2.3047 2.8515 0.9695 0.22
H -0.2872 1.4991 2.3829 0.21
H 1.6135 1.2037 0.9732 0.19
H 0.6481 -2.9303 1.2984 0.20
C -0.3469 1.9212 1.3739 -0.42
H 2.1700 -2.0901 1.4741 0.21
H 0.0777 2.9218 1.4458 0.21
H -1.8669 1.5625 -0.1798 0.20
H -0.6723 1.0468 -3.6761 0.48
O -0.0683 1.6369 -3.2110 -0.95
H -1.1565 -1.5727 -0.8340 0.21
H -2.4034 1.1710 1.3799 0.21
C -0.1470 -1.8979 -1.0531 -0.64
H 2.1056 -3.1192 0.1149 0.21
C 0.8614 -1.3448 -0.0760 -0.06
N 0.3076 -0.3671 0.8693 -0.64
H -0.1650 -2.9780 -1.1152 0.21
H -0.2342 1.6374 -2.2613 0.47
H -0.6825 -0.4786 1.0460 0.35
C 1.4725 -2.4981 0.7325 -0.60
H 0.5946 1.3179 -0.4754 0.14
H -0.0486 -1.6080 -2.1118 0.22
```

Spin multiplicity: 1
Charge: 0
Maximum force, Eh/bohr: 0.0344
Structure (SMILES): CCCNC(C)C.O

=====

2.
# C45H105N5O10

A 10-piece molecular cluster, C45H105N5O10 overall in a non-equilibrium geometry (wB97M-V/def2-TZVPD, the OMol25 dataset).

The geometry in XYZ format:
```
165
Properties=species:S:1:pos:R:3:lowdin_charge:R:1
C 3.4283 2.1695 1.1396 -0.03
H -0.7667 -8.7400 -4.0950 0.11
H 5.3464 -3.1588 1.9714 0.09
C -0.6292 7.2261 -2.7415 -0.14
H -0.0429 -4.0610 -0.8117 0.08
H 2.6754 5.1583 0.1975 0.08
O -5.2494 -0.3405 3.1024 -0.06
H -2.5146 0.1223 4.3383 0.08
H 5.8146 2.0131 0.0810 0.09
O -2.3871 0.9010 4.8916 -0.02
C 5.0636 1.4161 2.8309 -0.13
H -1.3539 5.2038 -2.8823 0.11
H -1.5867 -4.2341 1.1309 0.13
H -3.1659 -0.7130 1.9197 0.10
H 0.1802 1.9147 7.1187 0.07
C -1.3632 -5.7756 -5.8333 -0.52
H -2.5070 -7.5047 -5.4111 0.13
C -1.1830 2.8545 4.4007 -0.51
H 1.6614 5.3400 -3.2103 0.12
O -0.3753 -1.4009 -4.3304 -0.05
H -3.2256 -4.7504 -5.2627 0.09
H -3.9931 -0.6704 -2.4107 0.00
H -2.9432 -5.7924 -7.3019 0.09
H 1.8529 7.2978 0.6282 0.10
C -0.1496 0.9424 6.7589 -0.03
N 0.7720 6.7458 -0.8299 -0.08
N -1.1177 1.4060 4.4968 -0.10
H -2.3105 -4.7018 -1.3061 0.10
H -1.1260 -7.1571 -3.4411 0.10
H 5.2788 -1.7728 4.1236 0.12
H -3.1538 2.6739 3.4656 0.08
C -2.2047 3.1947 3.3259 -0.03
C 0.1794 3.3590 3.9333 -0.14
H 4.2770 1.8057 3.4775 0.11
C 1.3532 2.8684 4.7816 -0.16
O 0.9563 6.9541 0.5695 -0.03
H 0.3862 3.0397 2.9063 0.10
H -5.1140 -0.7485 -1.3915 0.02
H 0.1876 4.6200 0.7251 0.08
H -0.1428 -0.7274 3.7913 0.06
H 2.1036 -1.5829 2.9903 0.07
H -0.4619 5.7904 -4.3075 0.11
H -1.1697 0.7622 7.1046 0.08
H -1.5477 7.2446 0.5951 0.08
H -2.4529 4.2600 3.3107 0.09
H -0.8857 4.3794 -0.6248 0.06
C -0.1987 8.9410 -1.0278 -0.05
H 3.9926 -0.6994 4.4012 0.11
C 4.4483 1.0556 1.4839 -0.51
H 3.1288 5.7483 -1.3846 0.09
C -1.4489 -7.2619 -5.5511 -0.14
H 3.5375 -0.6672 -0.2020 0.09
C -2.0866 -3.2837 0.9488 -0.12
H 6.6008 -0.1703 2.9758 0.11
H -5.7656 -1.1512 3.1145 0.04
H -2.1135 2.8384 6.3699 0.08
C -1.8864 -5.5428 -7.2529 -0.04
C -1.8006 -2.8044 -0.4610 -0.50
C -2.1038 -0.8552 1.7008 -0.13
H 2.0946 0.8644 5.3490 0.12
C -1.8247 -0.3493 0.2761 -0.49
H -1.6226 7.5779 -3.0386 0.12
C 5.7580 0.2605 3.5237 -0.16
H -2.5411 7.6787 -0.8369 0.09
H -1.8338 2.9242 2.3360 0.06
H 4.7795 -2.3561 0.5314 0.08
C -0.4851 5.7793 -3.2192 -0.17
H 1.3342 3.2389 5.8075 0.10
H 0.6675 4.0272 -2.8295 0.12
C -2.7050 0.8568 0.0192 -0.02
C -0.0528 -0.7227 4.8885 -0.03
H -5.6099 2.3801 0.5377 0.05
H -3.7150 0.5098 -0.2092 0.06
O -4.9485 -0.5631 -2.3198 -0.06
H -0.3448 -5.1789 -3.0102 0.06
H 5.7852 2.2200 2.6515 0.13
H 0.5455 -3.8860 -3.6943 0.07
C 0.7516 5.1051 -2.6431 -0.14
N 3.6855 -0.1788 1.6561 -0.11
C -0.4315 7.4476 -1.2495 -0.54
H 0.4871 3.3166 -0.4933 0.08
H 3.2730 2.2839 0.0688 0.06
C -1.6357 -2.2719 1.9912 -0.18
H 0.0376 0.0554 -0.8498 0.09
H 6.1218 -1.6315 1.4520 0.06
O -5.4948 -5.3959 -2.4075 -0.06
C 2.4686 5.0418 -0.8683 -0.05
H -6.4886 2.0611 1.7437 0.05
H -0.1580 1.0277 0.5715 0.08
H 3.0027 -5.4931 -4.2121 0.09
H 2.7783 4.0571 -1.2136 0.07
H -2.4399 -3.3619 -2.4903 0.07
H -1.0247 9.5307 -1.4308 0.09
C 0.7631 -7.2435 -4.4287 -0.14
H -0.9353 -1.2401 5.2548 0.09
H -5.4736 0.0857 2.2649 0.00
H -2.3731 -5.5094 -3.9144 0.07
C -1.5797 3.5435 5.7373 -0.01
H 0.2848 -0.6966 0.7128 0.06
O 0.1815 -3.9967 -6.1129 -0.04
H -6.3659 -5.4751 -2.0095 0.03
H 0.9217 -1.1811 5.0493 0.08
H -3.1697 -3.3869 1.0821 0.13
H -1.1006 -0.7921 -2.0443 0.07
C -0.6848 -7.6740 -4.3000 -0.18
C 2.3786 -5.4937 -5.1043 -0.03
H -1.7419 -4.5045 -7.5597 0.08
H 3.7584 3.1278 1.5455 0.09
O -2.0341 -1.0551 -2.0144 -0.06
H -0.7107 3.9466 6.2541 0.07
H 6.1097 0.6086 4.4951 0.11
C 5.1828 -2.1736 1.5321 -0.02
H 0.4539 0.1904 7.2821 0.09
H 0.5894 -4.0063 -6.9831 0.11
H -1.7874 -4.0176 -4.5598 0.06
H -2.4128 1.3155 -0.9344 0.09
H 2.4774 -4.5029 -5.5558 0.08
H 1.3891 -4.9628 -2.6346 0.09
C 0.1660 4.3440 -0.3278 -0.02
H -0.1518 9.1657 0.0400 0.08
O 2.9175 -0.5043 0.5270 -0.02
H -1.0654 -7.8368 -6.3969 0.12
C -0.3154 -3.0031 -0.8284 -0.02
O -6.0561 1.6552 0.9854 -0.05
H 2.5693 -2.8086 1.8578 0.08
C 4.1540 -1.3735 2.3550 -0.52
C 4.7858 -0.9030 3.6695 -0.14
H 6.3296 0.3696 0.5372 0.07
C -0.0272 0.7488 5.2394 -0.51
H -1.9171 -2.5746 3.0034 0.11
H 5.0178 0.6462 -0.5782 0.08
N 0.0496 -5.3909 -5.8006 -0.07
H 1.2570 -7.4138 -3.4624 0.13
H -0.5371 -2.2718 2.0423 0.10
H -2.7465 1.6145 0.7977 0.07
H 2.7391 -6.1862 -5.8653 0.09
H 1.4623 1.0704 3.7091 0.11
H -1.5566 -0.1942 2.3838 0.09
N -2.2079 -1.4148 -0.6438 -0.07
C 1.3024 1.3379 4.7631 -0.14
H 0.7329 9.2989 -1.4699 0.09
C -2.5925 -3.6587 -1.4599 -0.02
H 0.1453 4.4537 3.9052 0.13
C -0.3319 0.0232 0.1850 -0.01
C -1.7042 7.0853 -0.4712 -0.02
H 2.2917 3.1577 4.3073 0.10
H -0.0599 -2.5573 -1.7902 0.07
H 3.1535 -2.9025 3.5337 0.09
C 0.9388 -5.7402 -4.6950 -0.52
C 0.6373 -4.9457 -3.4222 -0.04
C 5.4669 1.0144 0.3529 -0.03
C 2.9398 -2.2253 2.7051 -0.03
H 1.2934 -7.8501 -5.1658 0.12
H 0.4169 -2.5724 -0.1346 0.07
H -2.2543 4.3770 5.5368 0.08
H -1.2823 -1.4472 -4.0048 0.02
H -3.6568 -3.5574 -1.2257 0.07
C -2.2399 -4.9649 -4.8532 -0.01
H -0.3063 -2.1268 -4.9642 0.01
H -1.9735 6.0371 -0.6018 0.06
C 1.0009 5.3380 -1.1517 -0.52
H -1.2960 -6.1090 -7.9799 0.09
H 2.4678 1.9131 1.5885 0.07
H 0.0579 7.8617 -3.3117 0.12
H -5.0470 -4.7193 -1.8922 -0.01
```

Spin multiplicity: 1
Charge: 0
Maximum force, Eh/bohr: 0.0328
Structure (SMILES): CC1(C)CCCC(C)(C)N1O.CC1(C)CCCC(C)(C)N1O.CC1(C)CCCC(C)(C)N1O.CC1(C)CCCC(C)(C)N1O.CC1(C)CCCC(C)(C)N1O.O.O.O.O.O

=====

The following energy relative to the best compared isomer or geometry (same formula, charge and spin) values (in kcal per mole) correspond, in order, to the records above: 20.8, 0.0.